Formula: C3H6O3
Source: the Open Molecules 2025 dataset
Level of theory: ωB97M-V/def2-TZVPD

## Properties
Energy above the lowest of the compared OMol25 structures with the same formula, charge and spin   43.1 kcal/mol

Last column: Mulliken charge in e.
Atoms and positions in Å:
1 O -1.21511 1.78582 -1.10743  -0.40
2 O 0.56620 2.80393 0.12327  -0.43
3 O 0.07130 -1.33189 -0.53274  -0.48
4 C -0.35855 2.09110 -0.02720  0.21
5 C 0.75525 -2.02960 0.25563  0.19
6 C 0.26495 -3.07387 1.20769  -0.80
7 H 1.85843 -1.67702 0.34765  0.30
8 H 0.33459 -2.54925 2.18699  0.26
9 H -0.85644 -3.24643 1.09391  0.25
10 H 0.75598 -4.09458 1.00798  0.29
11 H -0.88877 2.14120 -1.91163  0.31
12 H -0.55283 1.43739 0.79348  0.30

Cartesian forces, eV/Å:
1.08 0.28 2.91
0.77 1.65 -1.55
1.60 -2.50 2.33
-1.27 -1.98 -0.58
-0.38 3.34 -2.28
-1.68 -0.78 -0.65
-1.26 -0.98 0.02
0.63 -1.11 -0.19
1.39 0.32 -0.22
-0.28 1.73 1.00
0.65 0.89 -1.31
-1.26 -0.86 0.51



Formula: C3H6O3
Source: the Open Molecules 2025 dataset
Level of theory: ωB97M-V/def2-TZVPD

## Properties
Energy above the lowest of the compared OMol25 structures with the same formula, charge and spin   15.2 kcal/mol

Last column: Mulliken charge in e.
Atoms and positions in Å:
1 O -1.16520 -0.59153 -1.22778  -0.49
2 O 0.25586 1.09536 0.76804  -0.63
3 O -2.09815 1.32937 -0.55054  -0.43
4 C -2.03404 0.23490 -1.26491  0.17
5 C 1.95054 -0.58148 0.56868  -1.01
6 C 0.60254 -0.05252 0.89563  0.39
7 H -2.91276 0.15956 -1.92781  0.34
8 H 1.83328 -1.25862 -0.27749  0.29
9 H -0.10232 -0.81514 1.27148  0.31
10 H 2.34149 -1.16020 1.40266  0.32
11 H 2.63434 0.22046 0.30335  0.30
12 H -1.30558 1.41985 0.03868  0.43

Cartesian forces, eV/Å:
0.31 -0.39 -0.04
0.17 0.37 0.03
0.01 0.83 0.54
-0.41 -0.30 -0.49
0.18 0.27 -0.10
-0.14 -0.45 0.19
0.13 0.00 0.07
-0.01 -0.10 -0.06
-0.10 0.10 -0.04
0.01 -0.08 0.08
0.03 0.02 -0.01
-0.16 -0.28 -0.18



Formula: C3H6O3
Source: the Open Molecules 2025 dataset
Level of theory: ωB97M-V/def2-TZVPD

## Properties
Energy above the lowest of the compared OMol25 structures with the same formula, charge and spin   182.4 kcal/mol

Last column: Mulliken charge in e.
Atoms and positions in Å:
1 O 0.17428 2.19651 0.12929  -0.28
2 O -2.42030 -0.29565 1.00401  -0.41
3 O -2.09542 0.22100 -0.32968  -0.58
4 C -0.03217 1.08544 -0.07908  0.79
5 C 1.82112 -0.12759 -0.14447  -1.20
6 C -0.12657 -0.26977 -0.28978  -0.38
7 H -3.23050 -0.78994 0.82016  0.30
8 H -0.21312 -0.62091 -1.30778  0.30
9 H 2.13079 0.19430 0.84833  0.39
10 H 2.04711 -1.17991 -0.29641  0.36
11 H 2.26315 0.48082 -0.93208  0.37
12 H -0.31838 -0.89431 0.57748  0.34

Cartesian forces, eV/Å:
-0.42 -1.86 -0.38
-0.06 0.16 -0.36
-0.48 -0.02 0.51
-0.76 2.03 0.44
-1.05 -0.90 -0.18
3.30 0.23 -0.02
0.16 0.13 0.01
-0.18 0.05 0.09
-0.14 0.03 -0.05
0.21 0.05 0.02
-0.17 0.02 0.03
-0.41 0.09 -0.11



Number 1: E_HOMO -0.3702 Ha, gap between HOMO and LUMO 10.9 eV. Number 2: E_HOMO -0.3841 Ha, gap between HOMO and LUMO 11.4 eV. Number 3: E_HOMO -0.2828 Ha, gap between HOMO and LUMO 7.8 eV.